Entry 1:
C45H49MoN3O4S2SeTe | ωB97M-V with the def2-TZVPD basis set

```
106
Properties=species:S:1:pos:R:3:forces:R:3
Mo -0.6354 -0.8541 -0.5315 0.0 -0.3 -0.1
N -2.0646 -2.5659 -0.8644 0.0 0.0 0.0
C -3.1684 -2.6173 0.0911 0.0 -0.1 0.0
C -3.1683 -3.5782 1.0915 0.0 0.0 0.0
C -4.1943 -3.5966 2.0230 0.0 0.0 0.0
C -5.2219 -2.6640 1.9533 0.0 0.0 0.0
C -5.2275 -1.7267 0.9321 0.0 0.0 0.0
C -4.2017 -1.7001 -0.0030 -0.1 0.1 0.0
H -1.5739 -3.4561 -0.8689 0.0 0.0 0.0
H -2.4472 -2.4226 -1.8006 0.0 0.0 0.0
H -2.3703 -4.3063 1.1507 0.0 0.0 0.0
H -4.1935 -4.3500 2.7995 0.0 0.0 0.0
H -6.0228 -2.6828 2.6803 0.0 0.0 0.0
H -6.0318 -1.0068 0.8555 0.0 0.0 0.0
H -4.2274 -0.9811 -0.8087 0.0 -0.1 0.1
C 1.4628 7.9003 3.6461 0.0 0.0 0.0
C 0.7487 6.8325 2.8638 0.0 0.0 0.0
C 0.5529 5.5658 3.3904 0.0 0.0 0.0
C -0.1161 4.5678 2.6841 0.0 0.0 0.0
C -0.2639 3.2137 3.3222 -0.1 0.0 0.0
C -0.6172 4.8691 1.4127 0.0 -0.1 0.0
Te -1.6419 3.4069 0.2724 -0.1 0.2 0.0
N -1.8286 0.0598 -1.3852 0.0 0.1 -0.1
C -2.8206 0.3514 -2.3370 0.1 0.0 0.2
O -3.4421 -0.5664 -2.8182 0.0 0.1 -0.1
C -3.0112 1.7901 -2.6600 0.0 0.0 0.0
C -4.1729 2.4339 -2.2527 0.0 0.0 0.0
C -4.3496 3.7758 -2.5587 0.0 0.0 0.0
C -3.3798 4.4594 -3.2776 0.0 0.0 0.0
C -2.2268 3.8064 -3.6945 0.0 0.0 0.0
C -2.0353 2.4705 -3.3793 0.0 0.0 0.0
C -3.2751 2.9708 1.5465 0.0 -0.1 0.0
C -4.2735 3.9439 1.7034 0.0 0.0 0.0
C -4.1529 5.3238 1.1124 0.0 0.0 0.0
C -5.4094 3.6275 2.4397 0.0 -0.1 0.0
C -5.5901 2.3742 3.0134 0.0 0.0 0.0
C -6.8284 2.0495 3.8026 0.0 0.0 0.0
C -4.5844 1.4323 2.8522 0.0 0.0 0.0
C -3.4215 1.7079 2.1388 0.1 0.0 0.0
C -2.3501 0.6454 2.1470 -0.1 0.1 0.1
C -0.4170 6.1384 0.8479 0.0 0.0 0.0
C -0.9229 6.5020 -0.5260 0.0 0.0 0.0
C 0.2655 7.0954 1.5857 0.0 0.0 0.0
H 1.8925 7.4986 4.5623 0.0 0.0 0.0
H 0.7755 8.7026 3.9205 0.0 0.0 0.0
H 2.2662 8.3467 3.0587 0.0 0.0 0.0
H 0.9390 5.3332 4.3771 0.0 0.0 0.0
H 0.4245 3.1042 4.1601 0.0 0.0 0.0
H -0.0684 2.4157 2.6015 0.0 0.0 0.0
H -1.2812 3.0620 3.6934 0.0 0.0 0.0
H -4.9304 1.8925 -1.6994 0.0 0.0 0.0
H -5.2510 4.2837 -2.2418 0.0 0.0 0.0
H -3.5250 5.5037 -3.5213 0.0 0.0 0.0
H -1.4820 4.3371 -4.2735 0.0 0.0 0.0
H -1.1483 1.9462 -3.7164 0.0 0.0 0.0
H -4.0853 5.2812 0.0226 0.0 0.0 0.0
H -3.2538 5.8301 1.4698 0.0 0.0 0.0
H -5.0146 5.9320 1.3828 0.0 0.0 0.0
H -6.1776 4.3828 2.5640 0.0 0.0 0.0
H -7.5484 2.8652 3.7636 0.0 0.0 0.0
H -6.5844 1.8670 4.8505 0.0 0.0 0.0
H -7.3141 1.1504 3.4198 0.0 0.0 0.0
H -4.6947 0.4518 3.3061 0.0 0.0 0.0
H -2.7804 -0.3546 2.0597 0.0 0.0 0.0
H -1.8089 0.6854 3.0940 0.0 0.0 0.0
H -1.6042 0.8083 1.3698 0.0 0.0 0.0
H -0.5301 5.8383 -1.2999 0.0 0.0 0.0
H -0.6321 7.5202 -0.7798 0.0 0.0 0.0
H -2.0116 6.4287 -0.5786 0.0 0.0 0.0
H 0.4229 8.0772 1.1513 0.0 0.0 0.0
O 1.1302 0.7698 7.3105 0.0 0.0 0.0
C 1.5930 1.0551 6.0785 -0.1 0.0 0.0
O 2.2695 2.0263 5.8932 0.0 0.0 0.0
C 1.1952 0.1306 4.9660 0.0 0.0 0.1
C 0.0179 -0.6073 4.9774 0.0 0.0 0.0
C -0.3438 -1.3696 3.8756 0.0 0.0 0.0
C 0.4799 -1.4031 2.7562 0.0 0.0 0.0
S -0.0446 -2.3445 1.3461 -0.3 0.3 -0.2
C 1.6933 -0.7220 2.7751 0.0 0.0 0.0
C 2.0377 0.0601 3.8614 0.0 0.0 -0.1
H 0.7179 -0.1015 7.3299 0.0 0.0 0.0
H -0.6637 -0.5549 5.8189 0.0 0.0 0.0
H -1.2832 -1.9071 3.8673 0.0 0.0 0.0
H 2.3582 -0.8161 1.9291 0.0 0.0 -0.1
H 2.9596 0.6279 3.8744 0.0 0.0 0.0
Se 0.5224 -1.5992 -2.5825 0.0 0.0 0.2
C 2.3897 -1.5765 -2.1298 0.0 0.0 0.0
C 3.2724 -0.9735 -3.0165 0.0 0.0 0.0
C 4.6271 -0.9782 -2.7064 0.0 0.0 0.0
N 5.1262 -1.5239 -1.6006 0.0 0.0 0.0
C 4.2705 -2.1293 -0.7786 0.0 0.0 -0.1
C 2.9002 -2.1927 -0.9974 0.1 0.1 0.1
H 2.9243 -0.5156 -3.9338 0.0 0.0 0.0
H 5.3398 -0.5135 -3.3788 0.0 0.0 0.0
H 4.6997 -2.5920 0.1032 0.0 0.0 0.0
H 2.2582 -2.6928 -0.2856 0.0 0.0 0.0
C 3.1479 1.3001 0.1003 0.0 -0.1 0.0
S 1.4545 1.8491 0.1188 -0.4 0.2 0.1
C 1.3209 2.3488 -1.5860 0.0 0.0 0.0
O 0.5773 0.5885 0.2337 0.6 -0.2 0.0
H 3.2913 0.5136 -0.6339 0.0 -0.1 -0.1
H 3.4099 0.9644 1.0999 0.0 0.0 0.0
H 3.7451 2.1791 -0.1470 0.0 0.0 0.0
H 1.9043 3.2624 -1.7040 0.0 0.0 0.0
H 0.2676 2.5522 -1.7708 0.0 0.0 0.0
H 1.6880 1.5535 -2.2335 0.0 0.0 0.0
```
Positions in Å, forces in eV/Å.

Output
LUMO (spin up / spin down) (eV): -4.281 / -3.897
Energy relative to the best compared isomer or geometry (same formula, charge and spin) (kJ/mol): 0.0
M (g mol⁻¹): 1062.54
Net charge: +1
⟨S²⟩: 0.770
2S+1: 2
E_HOMO (spin up / spin down) (eV): -9.9252 / -9.9257

Results of the Löwdin charge analysis, in e, for atoms 1 through 2: number 1, Mo, carries 1.1905; number 2, N, carries -0.0651

=====

Entry 2:
C4H14N2O4 | ωB97M-V with the def2-TZVPD basis set

```
24
Properties=species:S:1:pos:R:3:forces:R:3
N 0.7949 -1.7987 1.3542 3.4 -0.8 -0.7
C 1.3509 -2.0733 -0.0094 0.1 1.5 0.2
C 0.0537 -2.1659 -0.8894 1.0 -0.8 -0.2
N -0.9852 -1.1143 -0.7732 -0.1 0.3 -0.2
C -0.5211 0.3196 -0.7461 0.6 0.6 -2.3
C -1.3989 1.0386 0.2585 0.2 1.1 2.9
O -2.5640 1.6488 -0.1741 -1.1 -0.7 4.5
O -1.0550 1.0789 1.4662 -1.2 -0.1 -2.9
H 0.4102 -0.8868 1.4468 -0.6 0.5 -0.1
H 0.1465 -2.5170 1.5187 -1.2 -0.6 0.6
H 1.9583 -3.0579 -0.1218 -1.3 1.5 0.6
H 2.1629 -1.2664 -0.2790 -1.8 -1.2 0.3
H 0.3684 -2.3166 -1.9060 0.0 -0.1 -0.9
H -0.2783 -3.1642 -0.5140 -0.7 0.8 -0.5
H -1.7985 -1.2036 -1.4763 2.2 0.0 1.5
H -0.7266 0.7362 -1.8177 0.6 -0.3 2.0
H 0.6344 0.5935 -0.4528 -3.1 -1.2 -0.7
H -3.1578 1.8494 0.8020 2.8 -0.8 -4.2
H -0.4382 3.6172 0.2338 -0.2 2.5 3.8
H 0.1994 3.7839 -1.2217 -1.5 -1.4 2.3
O -0.3330 3.2100 -0.5544 1.9 -0.8 -6.2
H 2.2504 0.6679 0.9852 -0.8 1.2 0.8
H 1.0304 1.4649 1.6138 -1.3 -0.6 0.4
O 1.8963 1.5557 1.2570 2.2 -0.7 -1.1
```
Positions in Å, forces in eV/Å.

Output
LUMO (eV): 0.434
Energy relative to the best compared isomer or geometry (same formula, charge and spin) (kJ/mol): 302.3
M (g mol⁻¹): 154.17
Net charge: 0
SMILES: NCCNCC(=O)O.O.O
E_HOMO (eV): -8.9091

Results of the Löwdin charge analysis, in e, for atoms 1 through 2: number 1, N, carries 0.0048; number 2, C, carries -0.2507

=====

Entry 3:
C4H16N2O3 | ωB97M-V with the def2-TZVPD basis set

```
25
Properties=species:S:1:pos:R:3:forces:R:3
C 0.8026 1.3284 -0.2335 -0.3 0.0 0.2
C 1.7145 0.4964 0.6783 0.0 0.4 -0.4
C 1.3463 -0.9549 0.6145 0.1 -0.7 0.2
C 2.0805 -1.8466 -0.0611 0.3 -0.3 -0.4
N 0.1540 -1.2754 1.2327 1.5 -1.2 -0.8
N 0.8950 0.9955 -1.6591 -0.2 0.2 0.1
H -0.2378 1.2072 0.0724 0.0 -0.2 0.1
H 0.9843 2.3942 -0.0981 0.3 0.0 -0.1
H 1.6531 0.8906 1.6939 -0.1 -0.1 0.1
H 2.7423 0.6454 0.3473 0.1 -0.2 0.0
H 1.7998 -2.8909 -0.1423 -0.2 0.0 0.2
H 2.9910 -1.6043 -0.5896 0.0 0.3 0.2
H -0.2497 -0.6258 1.8963 0.6 -0.1 -0.1
H -0.0127 -2.2344 1.4977 0.3 -0.1 -0.3
H 1.7070 1.4262 -2.0736 0.2 0.0 -0.1
H 0.9726 -0.0092 -1.7821 0.1 -0.1 0.1
H -1.5538 -1.1531 -0.4277 -0.6 0.4 0.3
H -2.2052 0.1597 -0.9284 -0.2 -0.1 0.0
O -2.3463 -0.5858 -0.3033 0.6 -0.5 -0.1
H -0.8313 1.3730 -2.0887 0.9 0.0 0.0
H -2.0875 1.3138 -2.9408 -0.5 -0.1 -1.0
O -1.7998 1.4003 -2.0488 -0.4 0.3 0.8
H -1.7806 0.8505 2.5324 -0.1 -0.7 -0.2
H -1.9160 -0.1929 1.3395 -0.2 0.2 -0.2
O -1.4880 -0.0215 2.2086 -2.3 2.2 1.6
```
Positions in Å, forces in eV/Å.

Output
LUMO (eV): 0.792
Energy relative to the best compared isomer or geometry (same formula, charge and spin) (kJ/mol): 75.6
M (g mol⁻¹): 140.18
Net charge: 0
SMILES: C=C(N)CCN.O.O.O
E_HOMO (eV): -7.8658

Results of the Löwdin charge analysis, in e, for atoms 1 through 2: number 1, C, carries -0.2541; number 2, C, carries -0.1412

=====

Entry 4:
C23H57AlNO11 | ωB97M-V with the def2-TZVPD basis set

```
93
Properties=species:S:1:pos:R:3:forces:R:3
C -3.4424 -4.2676 -3.9833 -0.1 0.0 -0.1
C -2.5297 -3.0682 -4.0814 0.0 0.4 -0.1
O -3.2204 -1.9446 -3.5284 0.0 0.0 -0.1
C -2.1064 -2.7150 -5.5151 0.1 -0.2 0.2
N -1.0645 -1.7087 -5.5044 -0.1 0.2 0.0
C 0.3142 -2.1512 -5.6361 -0.1 -0.1 0.1
C 0.9140 -2.7162 -4.3428 -0.1 -0.1 -0.1
O 0.7876 -1.8707 -3.2578 0.1 -0.1 0.1
Al 1.8291 -0.4291 -3.0688 0.0 0.1 0.0
H -2.9064 -5.1788 -4.2586 0.0 0.0 0.0
H -3.8140 -4.3851 -2.9646 0.1 0.0 0.0
H -4.3066 -4.1571 -4.6465 0.0 0.0 0.0
H -1.6158 -3.2253 -3.4997 0.0 -0.1 0.0
H -2.6179 -1.1956 -3.6516 0.0 -0.1 0.0
H -1.7996 -3.6331 -6.0461 0.1 0.1 0.0
H -2.9808 -2.3079 -6.0327 -0.1 -0.1 0.0
H -1.2590 -0.9246 -6.1046 0.0 -0.1 -0.1
H 0.4061 -2.9337 -6.4133 0.0 0.1 0.0
H 0.9092 -1.2914 -5.9517 0.0 0.0 0.1
H 0.4241 -3.6808 -4.1212 0.0 0.0 0.0
H 1.9681 -2.9534 -4.5706 0.0 0.0 0.0
H 1.1800 0.8440 -3.8799 0.0 0.0 0.1
H 1.9490 -0.1109 -1.4744 0.0 0.0 0.0
H 3.2845 -0.8157 -3.7171 0.0 0.0 0.0
C 0.1541 -8.2230 0.8717 -0.1 -0.1 0.0
O -0.5535 -7.0206 1.0256 0.1 0.1 -0.1
C -0.5748 -6.5285 2.3496 -0.1 -0.1 0.1
C -0.6177 -5.0155 2.3847 -0.1 0.0 0.0
O 0.6041 -4.3922 2.0506 0.1 -0.1 0.0
C 0.9514 -4.2968 0.6683 0.0 0.1 0.0
C 0.1644 -3.2748 -0.1149 0.1 0.1 -0.2
O -1.1582 -3.7186 -0.3747 0.0 -0.1 0.3
C -2.0661 -2.6449 -0.4939 -0.1 0.0 -0.2
H -0.3762 -9.0741 1.3192 0.0 0.0 0.0
H 0.2626 -8.4004 -0.1970 0.0 0.0 0.0
H 1.1510 -8.1608 1.3243 0.0 0.0 0.0
H 0.3098 -6.8736 2.9002 0.0 0.0 0.0
H -1.4663 -6.9069 2.8729 0.0 0.0 0.0
H -0.7987 -4.7385 3.4282 -0.1 0.0 0.0
H -1.4444 -4.6425 1.7756 0.0 0.0 -0.1
H 0.9068 -5.2714 0.1772 -0.1 0.0 0.0
H 1.9905 -3.9597 0.6737 0.0 -0.1 0.0
H 0.6806 -3.0843 -1.0626 0.0 0.1 0.0
H 0.1394 -2.3290 0.4379 0.0 0.0 0.0
H -2.0995 -2.0389 0.4213 0.1 0.0 0.0
H -3.0525 -3.0738 -0.6684 0.0 0.0 0.0
H -1.8127 -2.0048 -1.3423 0.0 0.1 0.1
C 1.2717 -1.1990 5.5261 0.0 -0.1 0.0
O 2.0328 -0.7833 4.4234 -0.1 0.2 -0.1
C 1.6206 -1.3733 3.1947 0.1 -0.1 0.0
C 1.8406 -0.4404 2.0288 0.0 -0.1 0.0
O 0.9295 0.6474 1.9979 -0.1 -0.1 0.2
C 1.2897 1.8195 2.6976 0.0 0.1 -0.1
C 2.2147 2.7184 1.9074 0.0 0.2 0.0
O 3.5336 2.2027 1.8592 -0.1 -0.2 0.1
C 4.1782 2.4269 0.6273 0.0 0.1 -0.1
H 1.4727 -2.2442 5.7960 0.0 0.0 0.0
H 1.5400 -0.5628 6.3697 0.0 0.0 0.0
H 0.1973 -1.0975 5.3322 0.0 0.0 0.0
H 0.5616 -1.6508 3.2427 0.0 0.1 0.0
H 2.1877 -2.2948 3.0135 0.0 0.0 0.1
H 1.6366 -1.0087 1.1206 0.1 0.1 -0.1
H 2.8764 -0.1004 1.9867 0.0 0.1 0.1
H 1.7074 1.6054 3.6854 0.0 -0.1 0.0
H 0.3545 2.3726 2.8280 0.0 0.0 0.1
H 2.2249 3.7111 2.3800 0.0 0.0 -0.1
H 1.8101 2.8306 0.8946 0.0 -0.1 0.0
H 3.5792 2.0564 -0.2112 0.0 -0.1 0.0
H 5.1225 1.8853 0.6516 0.0 0.0 0.0
H 4.3868 3.4926 0.4641 0.0 0.0 0.0
C -3.2557 7.6759 3.0119 0.0 0.1 0.0
O -2.1370 7.8278 2.1742 0.0 -0.2 -0.1
C -0.9036 7.8581 2.8637 0.0 0.1 0.1
C 0.2195 7.2825 2.0287 0.0 0.0 0.1
O 0.1918 5.8736 1.9054 0.0 0.0 0.0
C -0.7491 5.2981 1.0101 0.0 -0.1 0.0
C -0.4292 5.4789 -0.4556 0.0 -0.1 -0.1
O -0.6609 6.8091 -0.8870 0.1 0.1 0.2
C 0.1749 7.2044 -1.9469 0.0 0.0 -0.1
H -3.4538 8.5801 3.6012 0.0 0.0 0.0
H -4.1149 7.4792 2.3730 0.0 0.0 0.0
H -3.1263 6.8346 3.7024 0.0 0.0 0.0
H -0.9757 7.2946 3.8023 0.0 0.0 0.0
H -0.6419 8.8970 3.1141 0.0 0.0 0.1
H 1.1453 7.4953 2.5701 0.0 0.0 -0.1
H 0.2653 7.7774 1.0565 -0.1 0.0 0.0
H -1.7637 5.6357 1.2319 0.0 0.1 -0.1
H -0.6912 4.2239 1.2002 -0.1 0.0 0.1
H -1.0632 4.7864 -1.0245 0.1 0.0 -0.1
H 0.6154 5.1965 -0.6339 0.0 0.0 0.0
H 1.2321 7.0430 -1.7042 0.0 0.0 0.0
H 0.0065 8.2673 -2.1142 0.0 0.0 0.0
H -0.0506 6.6611 -2.8721 0.0 0.0 0.0
```
Positions in Å, forces in eV/Å.

Output
LUMO (eV): 2.406
M (g mol⁻¹): 550.69
Net charge: -1
E_HOMO (eV): -4.9621

Results of the Löwdin charge analysis, in e, for atoms 1 through 2: number 1, C, carries -0.0499; number 2, C, carries -0.4421